10 unconnected molecules or ions with the total composition C40H56F4O14S2. Source: the OMol25 dataset; level of theory: ωB97M-V with the def2-TZVPD basis set.

```
116
Properties=species:S:1:pos:R:3:lowdin_charge:R:1
F 3.01 -2.21 -1.75 0.056
C 3.45 -3.33 -1.16 -0.295
C 3.90 -4.39 -1.91 -0.015
C 4.50 -5.46 -1.24 -0.082
C 4.50 -5.49 0.15 -0.099
C 3.90 -4.47 0.88 -0.076
C 3.36 -3.37 0.22 -0.024
H 3.97 -4.32 -2.99 0.118
H 5.06 -6.24 -1.75 0.102
H 4.98 -6.33 0.65 0.099
H 3.83 -4.54 1.96 0.106
H 2.88 -2.57 0.77 0.091
F -0.79 5.32 7.28 0.078
C 0.02 5.18 6.24 -0.300
C -0.42 4.59 5.09 -0.011
C 0.43 4.46 4.00 -0.081
C 1.73 4.91 4.07 -0.099
C 2.16 5.54 5.22 -0.082
C 1.33 5.64 6.33 -0.008
H -1.43 4.20 4.99 0.086
H 0.10 3.96 3.10 0.098
H 2.36 4.87 3.19 0.105
H 3.10 6.07 5.27 0.107
H 1.69 6.13 7.22 0.117
F 1.79 2.34 -6.61 0.048
C 2.44 1.68 -5.62 -0.281
C 3.79 1.79 -5.51 -0.015
C 4.44 1.12 -4.45 -0.061
C 3.69 0.45 -3.51 -0.090
C 2.31 0.45 -3.59 -0.078
C 1.69 0.96 -4.71 -0.034
H 4.41 2.36 -6.20 0.117
H 5.52 1.05 -4.51 0.108
H 4.17 -0.16 -2.75 0.094
H 1.78 -0.10 -2.84 0.061
H 0.61 1.06 -4.73 0.113
F 0.97 -3.18 2.87 0.072
C 0.27 -2.15 3.32 -0.303
C -1.10 -2.23 3.40 0.000
C -1.82 -1.09 3.75 -0.087
C -1.16 0.08 4.10 -0.112
C 0.22 0.14 4.05 -0.083
C 0.93 -0.99 3.64 -0.026
H -1.61 -3.11 3.01 0.116
H -2.89 -1.11 3.89 0.105
H -1.73 0.95 4.40 0.091
H 0.76 1.07 4.21 0.104
H 1.98 -0.84 3.40 0.121
C -5.20 0.25 -0.12 -0.252
S -6.55 0.49 -1.28 0.805
O -6.64 -0.75 -2.06 -0.551
C -7.87 0.37 -0.07 -0.265
H -5.50 -0.46 0.64 0.056
H -4.98 1.21 0.35 0.038
H -4.35 -0.10 -0.68 0.043
H -8.79 0.52 -0.64 0.048
H -7.77 1.06 0.76 0.054
H -7.88 -0.67 0.28 0.058
C -0.61 0.93 0.72 -0.248
S 0.55 0.14 -0.36 0.829
O 1.35 -0.78 0.49 -0.533
C -0.57 -0.86 -1.34 -0.238
H -1.36 0.25 1.14 0.063
H -1.21 1.70 0.23 0.026
H -0.09 1.46 1.52 0.051
H -1.42 -0.23 -1.63 0.047
H -0.93 -1.62 -0.64 0.057
H -0.15 -1.32 -2.22 0.042
C 8.38 2.35 -0.60 -0.078
O 7.32 1.57 -0.99 0.029
C 6.17 1.89 -0.46 -0.683
O 5.93 2.91 0.05 0.161
O 5.35 0.89 -0.65 0.016
C 4.15 0.88 0.09 -0.038
H 8.46 3.27 -1.18 0.101
H 9.29 1.77 -0.67 0.096
H 8.29 2.67 0.45 0.103
H 3.29 0.95 -0.55 0.058
H 4.15 1.64 0.87 0.099
H 4.10 -0.07 0.63 0.089
C -2.68 3.85 0.27 -0.037
O -2.98 2.99 1.36 -0.028
C -3.28 3.52 2.52 -0.678
O -3.06 4.64 2.83 0.162
O -3.79 2.57 3.28 0.003
C -4.13 2.97 4.60 -0.029
H -1.72 4.36 0.44 0.103
H -3.42 4.64 0.16 0.104
H -2.56 3.29 -0.65 0.089
H -4.91 3.73 4.58 0.105
H -3.26 3.33 5.13 0.075
H -4.53 2.08 5.08 0.098
C 0.06 -4.83 -0.13 -0.045
O -1.20 -4.43 0.35 -0.012
C -2.23 -4.72 -0.47 -0.575
O -2.20 -5.48 -1.41 0.123
O -3.34 -4.07 -0.04 -0.015
C -4.54 -4.54 -0.60 -0.057
H 0.77 -4.72 0.67 0.080
H 0.35 -4.18 -0.96 0.098
H 0.06 -5.85 -0.51 0.099
H -5.29 -3.77 -0.43 0.090
H -4.78 -5.48 -0.14 0.101
H -4.49 -4.60 -1.69 0.095
C -4.37 -1.56 -4.25 -0.053
O -3.38 -1.87 -5.19 0.032
C -2.19 -1.34 -5.04 -0.669
O -1.83 -0.57 -4.21 0.125
O -1.46 -1.77 -6.02 0.039
C -0.14 -1.28 -6.05 -0.040
H -5.21 -2.18 -4.54 0.100
H -4.72 -0.53 -4.34 0.096
H -4.14 -1.77 -3.21 0.084
H -0.12 -0.21 -6.30 0.089
H 0.34 -1.80 -6.87 0.102
H 0.40 -1.41 -5.12 0.086
```

Computed properties:
Largest force on an atom, eV/A: 3.4
E, Ha: -3806.9062
Charge: 0
Highest occupied orbital energy, eV: -8.95
Energy relative to the best compared isomer or geometry (same formula, charge and spin), kcal per mole: 0.0
Orbital gap, eV: 9.16

A molecular structure, C12H24CuF4N2O20S4. Source: the OMol25 dataset; level of theory: ωB97M-V with the def2-TZVPD basis set.

```
67
Properties=species:S:1:pos:R:3:nbo_charge:R:1
Cu -0.27 -0.71 -1.31 0.881
N -2.43 -0.81 -0.84 -1.300
S -3.34 0.23 0.03 2.448
O -2.96 0.28 1.44 -0.909
O -4.73 0.42 -0.46 -0.858
F -2.56 1.53 -0.53 -0.518
S -3.12 -2.26 -0.97 2.555
O -2.85 -2.84 -2.17 -0.923
O -4.43 -2.33 -0.48 -0.928
F -2.27 -3.09 0.13 -0.519
N 3.07 -0.78 -4.07 -1.300
S 3.97 -1.94 -4.59 2.562
O 4.79 -2.36 -3.50 -0.945
O 4.48 -1.62 -5.90 -0.898
F 2.92 -3.07 -4.71 -0.484
S 2.42 -0.44 -2.75 2.575
O 3.22 -0.31 -1.57 -0.909
O 1.11 -1.02 -2.62 -1.045
F 2.12 1.08 -3.11 -0.503
C -1.09 1.41 -4.66 -0.259
O -1.24 2.62 -3.89 -0.503
C -2.30 3.38 -4.08 0.991
O -3.18 3.25 -4.89 -0.663
O -2.45 4.36 -3.20 -0.525
C -3.75 4.98 -3.09 -0.245
H -1.03 0.56 -3.99 0.205
H -0.13 1.51 -5.22 0.199
H -1.92 1.32 -5.36 0.214
H -4.46 4.17 -2.82 0.203
H -3.97 5.50 -4.00 0.195
H -3.66 5.66 -2.22 0.191
C 0.35 3.38 -1.14 -0.245
O 0.75 2.00 -0.78 -0.501
C 0.47 1.48 0.40 1.013
O 0.54 0.28 0.55 -0.713
O 0.23 2.28 1.38 -0.513
C -0.21 1.64 2.67 -0.291
H 0.64 3.43 -2.19 0.218
H 0.86 4.08 -0.57 0.181
H -0.72 3.48 -1.02 0.205
H -1.33 1.38 2.72 0.240
H 0.16 2.37 3.42 0.198
H 0.28 0.63 2.73 0.224
C 2.90 -2.22 3.03 -0.269
O 4.08 -3.08 2.89 -0.515
C 4.52 -3.46 1.67 0.988
O 5.58 -3.97 1.49 -0.628
O 3.67 -3.21 0.70 -0.510
C 4.23 -3.39 -0.59 -0.245
H 1.90 -2.64 2.89 0.185
H 2.92 -1.28 2.40 0.203
H 2.85 -1.92 4.06 0.194
H 4.79 -4.38 -0.53 0.191
H 4.98 -2.67 -0.72 0.206
H 3.46 -3.51 -1.29 0.199
C -1.72 1.21 6.37 -0.268
O -2.31 0.28 5.44 -0.507
C -1.46 -0.76 5.11 0.993
O -0.35 -0.85 5.52 -0.651
O -2.12 -1.71 4.42 -0.508
C -1.38 -2.79 3.75 -0.263
H -1.41 2.20 5.89 0.183
H -0.89 0.79 6.90 0.211
H -2.46 1.39 7.15 0.187
H -0.38 -2.72 4.10 0.202
H -1.50 -2.62 2.61 0.222
H -1.87 -3.78 4.01 0.199
```

Computed properties:
Largest force on an atom, eV/A: 4.8
E, Ha: -5718.7423
Charge: -1
Highest occupied orbital energy, eV: -7.04
Orbital gap, eV: 9.23

2 unconnected molecules or ions with the total composition C5H5N3O3. Source: the OMol25 dataset; level of theory: ωB97M-V with the def2-TZVPD basis set.

```
16
Properties=species:S:1:pos:R:3:nbo_charge:R:1
C -2.37 -1.92 0.11 -0.161
C -1.47 -1.12 0.14 -0.017
C -0.27 -0.47 0.38 0.033
C 1.01 -0.92 -0.16 -0.229
C 1.86 0.11 0.02 0.156
N 3.28 0.10 -0.16 0.521
O 3.81 -0.87 -0.61 -0.331
O 3.85 1.16 0.08 -0.398
N 1.14 1.13 0.58 -0.308
N -0.12 0.76 0.82 -0.174
H -3.26 -2.35 -0.17 0.222
H 1.40 -1.97 -0.35 0.262
H 1.53 1.88 1.05 0.422
O -3.22 1.24 -0.62 -0.955
H -3.14 2.00 -0.01 0.483
H -4.03 1.23 -1.11 0.475
```

Computed properties:
SMILES: C#Cc1cc([N+](=O)[O-])[nH]n1.O
Largest force on an atom, eV/A: 3.8
E, Ha: -583.3104
Charge: 0
Highest occupied orbital energy, eV: -9.53
Energy relative to the best compared isomer or geometry (same formula, charge and spin), kcal per mole: 126.1
Orbital gap, eV: 8.74

A molecular structure, C2H2AgFLiO. Source: the OMol25 dataset; level of theory: ωB97M-V with the def2-TZVPD basis set.

```
8
Properties=species:S:1:pos:R:3:nbo_charge:R:1
H 0.19 -1.56 0.94 0.540
C -0.55 1.01 0.04 0.051
C 0.30 0.00 0.23 -0.261
O -0.27 -1.26 0.04 -0.847
Ag 2.54 -0.07 -0.96 0.772
Li -2.07 -1.17 -0.48 0.972
F -1.93 0.72 -0.15 -0.440
H -0.33 2.04 -0.23 0.214
```

Computed properties:
Largest force on an atom, eV/A: 4.7
E, Ha: -406.6942
Charge: +1
Highest occupied orbital energy, eV: -13.02
Orbital gap, eV: 8.08

2 unconnected molecules or ions with the total composition C10H17N. Source: the OMol25 dataset; level of theory: ωB97M-V with the def2-TZVPD basis set.

```
28
Properties=species:S:1:pos:R:3:nbo_charge:R:1
C 1.40 0.25 2.32 -0.597
C 1.80 1.11 1.10 -0.100
C 0.84 0.91 -0.09 -0.621
C 3.30 0.91 0.80 -0.607
C 1.59 2.54 1.45 -0.611
H 0.39 0.41 2.70 0.212
H 1.43 -0.92 2.06 0.196
H 2.16 0.34 3.13 0.210
H 1.02 1.53 -1.03 0.209
H 0.98 -0.16 -0.44 0.225
H -0.28 1.10 0.00 0.227
H 3.52 1.37 -0.20 0.209
H 3.50 -0.12 0.64 0.204
H 4.03 1.13 1.58 0.218
H 1.83 3.04 2.52 0.212
H 1.93 3.08 0.54 0.210
H 0.51 2.78 1.44 0.201
C -3.97 -2.09 -1.71 -0.197
C -2.92 -2.73 -1.01 -0.251
C -1.63 -2.28 -0.86 0.017
N -1.24 -1.15 -1.43 -0.432
C -2.12 -0.57 -2.19 0.037
C -3.51 -1.04 -2.47 -0.244
H -4.97 -2.43 -1.81 0.228
H -3.10 -3.79 -0.60 0.215
H -0.85 -3.03 -0.37 0.203
H -1.53 0.15 -2.88 0.200
H -4.09 -0.36 -3.16 0.227
```

Computed properties:
SMILES: CC(C)(C)C.c1ccncc1
Largest force on an atom, eV/A: 4.0
E, Ha: -445.8963
Charge: 0
Highest occupied orbital energy, eV: -9.53
Energy relative to the best compared isomer or geometry (same formula, charge and spin), kcal per mole: 82.2
Orbital gap, eV: 10.38

A molecular structure, C56H46N8O2PPb. Source: the OMol25 dataset; level of theory: ωB97M-V with the def2-TZVPD basis set.

```
114
Properties=species:S:1:pos:R:3:lowdin_charge:R:1
Pb 0.09 0.67 0.00 1.486
C 2.07 -4.65 1.70 0.010
N 2.21 -3.25 1.27 -0.017
C 1.22 -2.45 0.75 -0.365
N 1.70 -1.28 0.39 0.043
C 3.04 -1.29 0.67 -0.131
C 3.38 -2.56 1.23 -0.048
C 4.68 -3.07 1.61 -0.177
C 5.77 -2.87 0.74 -0.008
C 7.02 -3.34 1.09 -0.031
C 7.20 -3.99 2.31 -0.018
C 6.13 -4.18 3.18 -0.031
C 4.87 -3.74 2.83 -0.021
C 3.89 -0.17 0.48 -0.153
C 3.63 0.74 -0.57 -0.022
C 4.41 1.85 -0.73 -0.022
C 5.45 2.11 0.19 0.015
C 5.71 1.24 1.24 -0.014
C 4.95 0.10 1.39 0.023
P -0.47 -3.12 0.42 1.206
C -0.66 -2.55 -1.28 -0.469
N -0.54 -1.30 -1.68 0.015
C -0.78 -1.29 -3.02 -0.165
C -1.04 -2.58 -3.45 -0.093
N -0.97 -3.37 -2.33 -0.039
C -1.25 -4.80 -2.29 0.006
C -1.38 -3.09 -4.79 -0.197
C -0.63 -4.11 -5.37 -0.040
C -0.94 -4.56 -6.65 -0.053
C -2.01 -4.01 -7.34 -0.052
C -2.76 -2.99 -6.75 -0.049
C -2.45 -2.54 -5.49 -0.022
C -0.70 -0.04 -3.80 -0.176
C -1.24 1.13 -3.28 -0.076
C -1.15 2.33 -3.99 -0.081
C -0.52 2.35 -5.23 -0.065
C 0.01 1.18 -5.75 -0.048
C -0.08 -0.01 -5.05 -0.014
C -1.61 -1.93 1.28 -0.372
N -1.92 -0.71 0.96 0.039
C -2.96 -0.32 1.77 -0.100
C -3.26 -1.41 2.66 -0.040
N -2.42 -2.39 2.31 -0.013
C -2.31 -3.69 2.99 0.021
C -4.20 -1.56 3.78 -0.223
C -4.02 -0.80 4.94 -0.029
C -4.89 -0.95 6.00 -0.038
C -5.96 -1.84 5.90 -0.032
C -6.14 -2.59 4.75 -0.036
C -5.26 -2.47 3.69 -0.020
C -3.60 0.94 1.68 -0.092
C -4.72 1.27 2.50 0.040
C -5.26 2.53 2.45 -0.015
C -4.75 3.49 1.57 0.022
C -3.68 3.16 0.71 -0.024
C -3.13 1.92 0.75 -0.010
H 1.33 -5.15 1.07 0.074
H 1.75 -4.70 2.74 0.105
H 3.02 -5.15 1.60 0.104
H 5.61 -2.38 -0.21 0.129
H 7.85 -3.21 0.42 0.124
H 8.18 -4.35 2.59 0.126
H 6.28 -4.67 4.13 0.124
H 4.04 -3.87 3.51 0.122
H 2.86 0.51 -1.30 0.106
H 4.24 2.52 -1.56 0.121
H 6.04 3.00 0.07 0.129
H 6.50 1.46 1.94 0.129
H 5.11 -0.55 2.24 0.132
H -1.94 -5.05 -3.09 0.106
H -1.71 -5.06 -1.33 0.075
H -0.34 -5.39 -2.41 0.102
H 0.22 -4.53 -4.85 0.117
H -0.35 -5.35 -7.10 0.116
H -2.26 -4.36 -8.33 0.118
H -3.60 -2.57 -7.29 0.116
H -3.03 -1.74 -5.03 0.124
H -1.80 1.10 -2.35 0.081
H -1.60 3.23 -3.59 0.108
H -0.46 3.28 -5.79 0.114
H 0.49 1.20 -6.72 0.118
H 0.35 -0.91 -5.46 0.124
H -2.65 -3.57 4.01 0.109
H -1.27 -4.01 2.99 0.074
H -2.92 -4.44 2.49 0.111
H -3.18 -0.11 5.00 0.132
H -4.75 -0.38 6.90 0.122
H -6.65 -1.94 6.72 0.124
H -6.98 -3.27 4.67 0.123
H -5.40 -3.05 2.79 0.128
H -5.15 0.54 3.16 0.112
H -6.10 2.78 3.08 0.129
H -5.17 4.48 1.54 0.131
H -3.31 3.90 0.01 0.126
H -2.33 1.69 0.06 0.042
N 0.66 5.52 -1.02 0.139
C 0.83 4.20 -1.27 -0.173
N 0.47 3.44 -0.26 0.006
C 0.03 4.33 0.72 -0.248
C -0.46 4.08 2.00 -0.031
C -0.84 5.17 2.76 -0.072
C -0.74 6.48 2.27 -0.065
C -0.25 6.74 1.01 0.002
C 0.14 5.64 0.26 -0.189
H 0.89 6.27 -1.65 0.169
H 1.22 3.84 -2.21 0.130
H -0.53 3.07 2.39 0.092
H -1.21 5.01 3.77 0.109
H -1.05 7.30 2.90 0.114
H -0.18 7.76 0.64 0.122
O 2.10 1.14 2.26 -0.032
C 1.11 0.79 2.88 -0.517
O -0.01 0.49 2.32 -0.286
H 1.12 0.76 3.98 0.140
```

Computed properties:
Largest force on an atom, eV/A: 0.8
E, Ha: -3283.5552
Charge: +3
Highest occupied orbital energy (alpha / beta), eV: -14.41 / -14.41
Orbital gap (alpha / beta), eV: 4.10 / 4.20

A molecular structure, C23H44Cl3MgN8O2Si. Source: the OMol25 dataset; level of theory: ωB97M-V with the def2-TZVPD basis set.

```
82
Properties=species:S:1:pos:R:3:lowdin_charge:R:1
Mg -0.22 0.64 0.59 0.598
N 0.33 1.35 4.16 0.050
C -1.10 1.63 4.45 -0.337
C -1.65 2.80 3.63 -0.090
C -2.37 2.50 2.30 -0.332
N -1.45 2.37 1.14 0.050
C -3.27 1.28 2.42 -0.099
C -2.57 0.04 2.98 -0.336
N -1.59 -0.49 2.01 0.042
C -1.94 0.35 4.34 -0.095
H 0.85 2.23 4.22 0.099
H 0.94 0.43 2.83 0.039
H 0.70 0.78 4.92 0.107
H -1.16 1.95 5.50 0.137
H -0.86 3.54 3.46 0.119
H -2.39 3.30 4.26 0.128
H -3.02 3.36 2.12 0.145
H -0.88 3.21 1.10 0.081
H -2.05 2.45 0.29 0.066
H -3.71 1.05 1.45 0.111
H -4.10 1.53 3.09 0.135
H -3.33 -0.72 3.17 0.146
H -2.11 -0.94 1.25 0.060
H -1.06 -1.24 2.45 0.054
H -1.36 -0.50 4.69 0.125
H -2.78 0.45 5.04 0.129
O 0.13 -1.37 -0.79 -0.399
N -1.04 -0.46 -0.95 -0.101
C 1.74 2.52 -4.36 -0.145
C 1.50 1.10 -3.89 -0.155
N 1.27 1.09 -2.45 0.107
C 1.60 2.07 -1.58 -0.363
N 1.23 1.93 -0.33 0.004
C 1.77 2.90 0.62 -0.235
C 1.80 4.30 0.02 -0.153
C 2.67 4.26 -1.21 -0.143
N 2.28 3.14 -2.07 -0.028
C 2.76 3.16 -3.44 -0.136
H 0.81 3.09 -4.32 0.120
H 2.10 2.51 -5.39 0.124
H 2.36 0.47 -4.14 0.127
H 0.62 0.66 -4.37 0.109
H 0.81 0.29 -2.05 0.090
H 2.78 2.62 0.93 0.118
H 1.16 2.88 1.53 0.086
H 2.19 5.03 0.73 0.122
H 0.78 4.61 -0.25 0.114
H 3.72 4.16 -0.93 0.133
H 2.57 5.17 -1.79 0.126
H 3.73 2.64 -3.52 0.135
H 2.93 4.20 -3.72 0.124
C -4.13 3.31 -1.74 -0.091
N -3.01 2.43 -1.42 -0.274
C -1.83 2.81 -2.18 -0.092
C -3.39 0.99 -1.54 -0.133
C -2.67 0.19 -2.59 -0.179
C -3.16 0.15 -3.89 -0.040
C -2.53 -0.59 -4.89 -0.088
C -1.39 -1.30 -4.56 -0.088
C -0.88 -1.28 -3.27 -0.074
C -1.50 -0.53 -2.26 -0.301
H -3.83 4.35 -1.57 0.085
H -4.98 3.09 -1.10 0.086
H -4.45 3.21 -2.79 0.091
H -1.55 3.83 -1.91 0.089
H -1.98 2.77 -3.27 0.096
H -0.99 2.15 -1.93 0.057
H -4.46 0.94 -1.74 0.122
H -3.22 0.50 -0.58 0.087
H -4.07 0.69 -4.11 0.116
H -2.93 -0.61 -5.89 0.101
H -0.89 -1.90 -5.31 0.110
H 0.02 -1.85 -3.05 0.071
C 2.58 -0.19 1.79 -0.103
O 1.18 0.07 1.94 -0.248
H 2.84 -1.13 2.27 0.080
H 3.17 0.62 2.22 0.086
H 2.79 -0.26 0.73 0.091
Cl 0.55 -3.25 1.50 0.388
Si -0.15 -2.94 -0.40 -0.760
Cl -2.13 -3.41 -0.44 0.412
Cl 0.88 -4.16 -1.63 0.395
```

Computed properties:
Largest force on an atom, eV/A: 0.2
E, Ha: -3361.6487
Charge: +1
Highest occupied orbital energy, eV: -9.61
Energy relative to the best compared isomer or geometry (same formula, charge and spin), kcal per mole: 0.0
Orbital gap, eV: 7.52

A single C3H8N2O molecule. Source: the OMol25 dataset; level of theory: ωB97M-V with the def2-TZVPD basis set.

```
14
Properties=species:S:1:pos:R:3:nbo_charge:R:1
C 2.24 -0.41 0.25 -0.702
C 0.82 0.19 0.11 0.687
O 0.69 1.22 -0.58 -0.627
N -0.17 -0.45 0.83 -0.634
C -1.54 -0.15 0.47 -0.074
N -2.01 -0.15 -0.99 -0.818
H 2.81 0.13 -0.45 0.244
H 2.61 -0.29 1.29 0.230
H 2.17 -1.42 0.12 0.207
H 0.05 -1.39 1.07 0.388
H -2.20 -0.86 0.97 0.192
H -1.75 0.89 0.69 0.202
H -1.50 0.61 -1.47 0.370
H -1.55 -0.95 -1.42 0.334
```

Computed properties:
SMILES: CC(=O)NCN
Largest force on an atom, eV/A: 3.4
E, Ha: -303.8575
Charge: 0
Highest occupied orbital energy, eV: -9.73
Energy relative to the best compared isomer or geometry (same formula, charge and spin), kcal per mole: 21.8
Orbital gap, eV: 10.49